A cluster of 7 separate species, H14O7 in total in a non-equilibrium geometry, computed with wB97M-V/def2-TZVPD.

XYZ file:
```
21
Properties=species:S:1:pos:R:3:forces:R:3
O 0.421 -2.881 1.350 -0.0962 0.2006 -0.2359
H 0.405 -2.207 0.643 0.0979 -0.1941 0.2909
H -0.424 -3.339 1.295 0.0893 0.0223 -0.0321
O 0.423 -0.538 -0.368 -1.4109 -0.1602 -0.1255
H -0.533 -0.470 -0.225 0.0757 -0.0900 -0.0557
H 0.734 0.381 -0.345 0.1168 -0.2439 -0.1535
O 2.437 0.451 0.331 0.7109 0.2819 0.7458
H 1.975 -0.212 0.864 0.2789 -0.0044 -0.1337
H 3.010 0.923 0.944 0.0594 0.0660 -0.1684
O -0.574 2.305 0.832 -0.2144 -0.1341 0.0489
H -1.393 2.597 0.414 0.1290 0.0232 0.0419
H -0.846 1.881 1.655 0.0688 0.0259 -0.1215
O -0.722 -1.818 -3.071 -0.2093 -0.1877 -0.0352
H -0.260 -2.543 -2.635 0.0732 0.1457 -0.0396
H -1.288 -1.459 -2.380 0.1405 0.0082 0.0216
O -2.570 -1.022 -0.024 -0.1422 0.0920 -0.1285
H -3.209 -0.594 -0.609 0.0622 -0.0778 0.0960
H -3.092 -1.631 0.512 0.1038 0.0520 -0.0442
O 1.964 3.505 -0.082 0.1002 0.0694 0.0247
H 1.226 2.916 0.121 0.0362 0.0696 0.0684
H 2.318 3.756 0.776 -0.0696 0.0353 -0.0645
```
Forces are in eV/Å.

Values from the calculation:
- SMILES string = O.O.O.O.O.O.O
- E_HOMO (eV) = -10.80
- molar mass (g mol⁻¹) = 126.1
- charge = 0
- largest force on an atom (Eh/bohr) = 0.028
- gap between HOMO and LUMO (eV) = 10.56



A cluster of 7 separate species, H14O7 in total in a non-equilibrium geometry, computed with wB97M-V/def2-TZVPD.

XYZ file:
```
21
Properties=species:S:1:pos:R:3:forces:R:3
O 1.985 0.171 -0.884 -0.1652 -0.8042 -0.5660
H 2.113 0.912 -0.282 0.0744 0.6844 0.3295
H 1.171 0.385 -1.374 0.1401 -0.0208 0.0642
O -1.200 -1.086 1.432 -0.2579 0.0122 2.1731
H -1.413 -1.164 2.405 0.1588 0.1362 -1.6580
H -0.252 -1.356 1.368 0.2241 -0.1550 -0.2243
O -2.045 -1.524 -1.021 0.5839 -1.0534 0.7619
H -1.924 -1.421 -0.027 -0.1941 -0.0371 -1.0547
H -1.642 -2.408 -1.188 -0.4907 0.9478 0.0183
O 1.763 2.136 0.886 0.0605 0.4734 0.1260
H 1.799 3.058 0.614 0.2999 0.0225 0.0281
H 0.797 1.990 0.939 -0.3020 -0.1654 0.0596
O 1.347 -1.661 0.970 0.3295 -1.1894 -0.1806
H 1.600 -0.972 0.315 0.1640 0.2060 -0.3473
H 1.721 -2.494 0.602 -0.4645 0.9230 0.4940
O -0.671 0.643 -1.855 -0.4786 -0.1104 -0.7237
H -1.144 -0.208 -1.652 0.0873 0.2290 0.0318
H -1.062 0.940 -2.696 0.3226 -0.1012 0.4945
O -0.928 1.715 0.700 -0.1717 -1.5983 0.1119
H -0.997 1.582 -0.269 0.0858 0.1786 0.3014
H -1.017 0.764 1.018 -0.0063 1.4220 -0.2398
```
Forces are in eV/Å.

Values from the calculation:
- SMILES string = O.O.O.O.O.O.O
- E_HOMO (eV) = -11.07
- molar mass (g mol⁻¹) = 126.1
- charge = 0
- largest force on an atom (Eh/bohr) = 0.043
- gap between HOMO and LUMO (eV) = 11.47



A cluster of 7 separate species, H14O7 in total in a non-equilibrium geometry, computed with wB97M-V/def2-TZVPD.

XYZ file:
```
21
Properties=species:S:1:pos:R:3:forces:R:3
O -0.070 -0.053 -0.343 1.4402 -0.2117 -0.2761
H -0.901 -0.024 -0.784 -1.4660 -0.1291 -0.4202
H -0.155 0.465 0.466 -0.2602 0.7642 0.7855
O -1.150 1.063 -2.955 1.4743 -0.8927 -0.9789
H -1.299 1.649 -2.238 -0.5579 1.1427 1.0103
H -0.153 1.095 -3.005 -1.0055 -0.0439 -0.2118
O 1.539 1.351 -2.057 0.3591 -1.2097 -0.3439
H 0.916 0.883 -1.449 0.6696 0.1812 0.0815
H 2.194 0.647 -2.288 -0.7437 0.9779 0.2744
O 0.620 -1.946 1.339 0.2951 0.0318 -0.8308
H 0.474 -1.369 0.550 0.1364 -0.2121 0.4676
H -0.107 -2.559 1.281 -0.2916 -0.4436 0.3166
O -2.464 -1.051 -1.557 -0.5483 1.4642 -0.6928
H -1.772 -1.659 -1.401 0.9596 -1.4014 0.3082
H -2.081 -0.483 -2.264 -0.4788 -0.1607 0.1345
O 1.369 -0.319 3.262 1.9880 -2.6142 0.5989
H 1.997 -0.697 3.945 -1.1140 1.2250 -0.8312
H 1.402 -1.088 2.603 -0.7563 1.2868 0.6514
O -0.086 1.400 1.927 -0.6111 0.7480 -1.1883
H 0.431 0.826 2.482 0.6757 -0.5333 1.0148
H -0.703 1.869 2.484 -0.1646 0.0305 0.1303
```
Forces are in eV/Å.

Values from the calculation:
- SMILES string = O.O.O.O.O.O.O
- E_HOMO (eV) = -11.49
- molar mass (g mol⁻¹) = 126.1
- charge = 0
- largest force on an atom (Eh/bohr) = 0.065
- gap between HOMO and LUMO (eV) = 11.94



A structure of composition H14O7 in a non-equilibrium geometry, computed with wB97M-V/def2-TZVPD.

XYZ file:
```
21
Properties=species:S:1:pos:R:3:forces:R:3
O -0.994 1.144 1.918 -3.9153 1.7129 0.7104
H -1.810 1.228 2.410 -0.4648 -0.1283 0.4034
H -1.008 1.876 1.302 0.0680 1.2174 0.1931
O 1.850 -0.208 -1.256 3.6205 1.7568 -3.4030
H 1.135 0.406 -1.425 1.1985 -0.5732 -1.1277
H 2.644 0.318 -1.349 0.0522 -0.0289 0.0762
O 1.162 0.594 2.138 2.5345 -0.4302 0.2066
H 1.102 -0.360 2.185 0.1937 -0.2327 -0.0617
H 0.262 0.897 2.262 1.1952 -0.3010 0.7746
O -2.534 -2.463 -0.868 -0.0880 0.0192 0.2782
H -2.624 -1.527 -1.044 -0.0742 0.0540 -0.0753
H -2.803 -2.887 -1.683 -0.0112 -0.1767 -0.2248
O -0.469 0.215 -0.226 -1.2491 -0.8836 -0.8828
H -0.747 0.627 0.592 -0.0786 -1.3036 0.1037
H -1.282 0.070 -0.710 -0.0356 -0.2620 -0.3344
O 1.106 1.780 -1.101 0.0073 5.2939 -0.7226
H 0.526 1.192 -0.617 -1.0608 0.4222 1.1205
H 0.568 2.109 -1.821 -0.1917 0.6200 -0.1461
O 1.205 -1.998 -0.423 -1.7367 -5.3727 2.3036
H 1.449 -1.902 0.497 -0.0221 -0.1767 0.1179
H 1.263 -1.111 -0.780 0.0581 -1.2270 0.6901
```
Forces are in eV/Å.

Values from the calculation:
- E_HOMO (eV) = -8.38
- molar mass (g mol⁻¹) = 126.1
- charge = 0
- largest force on an atom (Eh/bohr) = 0.119
- gap between HOMO and LUMO (eV) = 7.84



A cluster of 7 separate species, H14O7 in total in a non-equilibrium geometry, computed with wB97M-V/def2-TZVPD.

XYZ file:
```
21
Properties=species:S:1:pos:R:3:forces:R:3
O 0.213 -0.009 2.003 -0.7434 -0.9747 -0.3957
H 0.524 -0.831 1.564 0.3647 0.5408 0.3380
H -0.745 -0.103 1.787 0.4184 0.3675 0.4431
O -0.874 -1.274 -1.478 -1.2076 0.2351 0.1710
H -1.496 -1.422 -0.734 0.2960 0.1278 -0.5109
H -0.032 -1.501 -1.081 0.8039 -0.1112 0.3437
O -2.326 -0.436 0.925 -4.0341 0.0839 0.4912
H -2.426 0.391 0.367 0.0797 -0.9708 0.5084
H -3.325 -0.667 1.249 3.7888 0.9388 -1.1718
O 2.815 0.361 -0.661 -0.2745 -0.7323 -0.5398
H 2.142 1.010 -0.393 -0.2753 0.6249 0.2259
H 3.609 0.546 -0.176 0.5108 0.3090 0.3816
O 0.880 2.054 0.364 -0.9411 -0.8598 0.7215
H 0.715 1.435 1.159 0.1500 0.8149 -1.3097
H 0.002 2.065 -0.091 0.8628 0.0150 0.3451
O -1.668 1.372 -1.143 0.9935 -1.1725 1.0460
H -1.979 1.809 -1.919 -0.2175 0.2635 -0.8849
H -1.152 0.545 -1.398 -0.7766 0.7209 -0.0971
O 1.332 -1.740 0.101 2.2013 -2.8248 -1.7196
H 1.806 -2.590 -0.320 -1.6740 2.7937 1.6004
H 1.984 -1.015 -0.125 -0.3257 -0.1896 0.0137
```
Forces are in eV/Å.

Values from the calculation:
- SMILES string = O.O.O.O.O.O.O
- E_HOMO (eV) = -10.80
- molar mass (g mol⁻¹) = 126.1
- charge = 0
- largest force on an atom (Eh/bohr) = 0.079
- gap between HOMO and LUMO (eV) = 11.15



A cluster of 9 separate species, H15O7S in total in a non-equilibrium geometry, computed with wB97M-V/def2-TZVPD.

XYZ file:
```
23
Properties=species:S:1:pos:R:3:forces:R:3
S -0.637 2.921 1.497 -0.2954 -1.7653 -0.9907
H -0.802 1.812 2.220 -0.6346 0.3465 0.6213
H 0.560 1.158 2.169 0.9712 -0.3540 0.8452
H 1.185 -0.133 1.884 0.2941 -0.4017 0.6591
O 0.950 0.401 2.665 -0.3424 0.3828 -1.3627
H 1.717 -0.801 -1.018 0.4937 -0.1980 -0.7149
H 3.194 -0.942 -0.826 0.2155 0.1968 -0.0390
O 2.585 -0.281 -1.168 -0.4726 0.0994 0.5207
H -0.420 -0.531 -1.721 0.0520 -0.2971 -0.6376
H 0.478 -2.675 -1.480 -0.0870 0.0908 -0.0863
O 0.671 -1.928 -0.910 -0.5399 0.6041 0.9546
H -2.179 0.038 0.291 -0.7308 -0.1031 -0.1836
H -0.816 0.908 -2.044 0.2255 0.1682 -0.3804
O -0.922 0.011 -2.381 -0.2315 -0.3178 0.8341
H -0.696 0.350 0.550 0.3929 1.6339 0.1838
H -2.855 -0.773 -0.797 0.1382 0.0707 -0.0350
O -3.034 -0.387 0.071 0.3137 0.1407 0.1180
H 1.320 1.678 -1.254 0.3585 -0.0479 -0.5647
H 0.136 2.379 -0.754 -0.2069 0.4095 0.0086
O 0.672 2.338 -1.555 0.0945 -0.3469 0.5299
H 0.073 -2.101 0.908 -0.1570 -0.2892 -0.3457
H -0.786 -1.280 1.882 0.0891 -0.5146 0.1988
O -0.395 -2.162 1.772 0.0592 0.4921 -0.1334
```
Forces are in eV/Å.

Values from the calculation:
- E_HOMO (eV) = -5.77
- molar mass (g mol⁻¹) = 159.2
- charge = -1
- largest force on an atom (Eh/bohr) = 0.040
- gap between HOMO and LUMO (eV) = 4.39



A structure of composition H15O8 in a non-equilibrium geometry, computed with wB97M-V/def2-TZVPD.

XYZ file:
```
23
Properties=species:S:1:pos:R:3:forces:R:3
O -2.118 0.497 -2.646 -0.5889 0.2116 -0.5392
H -2.747 0.020 -2.093 0.3471 0.0291 0.3830
O -1.191 -1.836 -1.506 -0.5818 -0.1456 1.3755
H -1.018 -1.047 -0.870 0.2024 0.0921 -0.6181
H -1.489 -2.480 -0.850 0.0901 -0.2657 -0.2912
O 3.685 1.329 1.669 0.1834 0.4369 0.2216
H 3.094 1.026 2.372 -0.1504 -0.1862 -0.1573
H 3.076 1.678 1.011 -0.0379 -0.3025 -0.0121
O -1.278 2.232 2.090 -0.2134 0.2159 0.1897
H -2.236 0.042 -3.488 0.3291 0.0867 -0.0661
H -1.093 2.037 1.158 0.1851 -0.4402 0.0938
O 0.956 0.494 3.504 -0.0403 -0.0059 0.0573
H 0.203 1.067 3.325 -0.1275 -0.0662 0.0144
H 0.969 -0.080 2.692 0.3775 0.0886 -0.1844
O -0.585 0.254 -0.123 0.3598 0.8200 0.0806
H -0.220 0.638 -0.930 -0.2753 0.0872 -0.0318
H -0.602 2.842 2.398 0.0618 0.0592 -0.2616
O 1.332 -0.610 1.084 0.0802 0.7201 0.4112
H 1.327 -1.566 1.020 -0.2470 0.0169 -0.2684
H 0.397 -0.018 0.492 -0.1896 -1.3826 -0.0079
O -0.015 -2.279 -3.797 0.3396 -0.1459 -0.9643
H -0.900 -2.376 -3.441 0.0449 0.0966 0.3816
H 0.453 -1.864 -3.069 -0.1490 -0.0202 0.1937
```
Forces are in eV/Å.

Values from the calculation:
- E_HOMO (eV) = -5.52
- molar mass (g mol⁻¹) = 143.1
- charge = -1
- largest force on an atom (Eh/bohr) = 0.029
- gap between HOMO and LUMO (eV) = 8.80



A cluster of 8 separate species, H15O8 in total in a non-equilibrium geometry, computed with wB97M-V/def2-TZVPD.

XYZ file:
```
23
Properties=species:S:1:pos:R:3:forces:R:3
O 5.522 53.610 34.740 0.6109 2.7283 -2.1178
H 5.472 54.584 34.387 0.4081 -2.8414 2.3150
O 4.435 55.367 32.873 0.9046 -0.0123 -1.4536
H 4.920 55.582 32.059 -0.5057 0.5671 0.0718
H 5.018 54.640 33.146 -0.7371 -0.6214 0.0212
O 3.507 52.440 33.541 -0.5668 -0.1532 1.1090
H 4.290 52.813 34.019 -0.1878 0.1046 0.1955
H 3.821 52.336 32.667 0.3529 -0.2241 -1.4838
O 3.850 56.918 35.005 -0.3846 0.4878 0.1197
H 3.002 57.321 34.757 0.5238 -0.3721 -0.0207
H 4.152 56.402 34.234 -0.3709 0.2302 0.1454
O 7.441 52.770 32.934 -0.2454 0.1064 -0.6858
H 6.572 52.820 33.373 0.1769 0.5307 0.4015
H 7.674 51.852 33.034 0.3383 -0.3920 0.0920
O 6.556 51.091 35.360 0.5549 -0.4653 1.6026
H 6.575 50.419 34.693 -0.3950 0.2465 -0.7815
H 6.270 51.978 35.112 -0.1680 0.0368 -0.5791
O 4.166 53.840 36.849 -3.6411 1.9285 3.7701
H 3.267 54.349 36.831 2.8882 -1.6573 -0.6639
H 4.482 53.551 36.020 0.4020 -0.0032 -2.2919
O 7.552 54.465 36.324 -1.0224 -0.8184 1.9033
H 6.789 54.183 35.575 1.4736 -0.0307 3.3157
H 7.417 54.231 37.387 -0.4093 0.6244 -4.9847
```
Forces are in eV/Å.

Values from the calculation:
- E_HOMO (eV) = -6.04
- molar mass (g mol⁻¹) = 143.1
- charge = -1
- largest force on an atom (Eh/bohr) = 0.109
- gap between HOMO and LUMO (eV) = 9.23